Record 1
{"formula": "C12H24CeF5O7Te", "method": "wB97M-V/def2-TZVPD", "multiplicity": 2, "total_charge": 2, "gap_ev": [8.6580, 10.1219], "total_energy_ha": -2240.39586, "elements": ["Ce", "C", "C", "O", "C", "C", "O", "C", "C", "O", "C", "C", "O", "C", "C", "O", "C", "C", "O", "H", "H", "H", "H", "H", "H", "H", "H", "H", "H", "H", "H", "H", "H", "H", "H", "H", "H", "H", "H", "H", "H", "H", "H", "F", "Te", "F", "F", "F", "F", "O"], "positions_angstrom": [[-0.02311, -1.37696, 0.24154], [-0.91587, 1.31801, 2.18165], [-1.60201, 0.09582, 2.77232], [-0.74128, -1.04004, 2.62044], [0.27539, -1.14642, 3.63876], [1.64325, -1.36698, 2.99540], [1.71254, -0.52720, 1.82849], [3.03608, -0.42715, 1.28164], [2.91195, 0.35594, -0.01251], [1.92230, -0.30041, -0.83157], [2.33866, -0.69326, -2.14107], [1.16956, -1.46849, -2.76452], [0.00597, -0.80633, -2.33674], [-1.19027, -1.16516, -3.05456], [-2.30378, -0.31828, -2.46631], [-2.20119, -0.27772, -1.03049], [-2.56353, 1.00677, -0.49807], [-1.29422, 1.76956, -0.17243], [-0.52538, 1.05648, 0.81558], [0.00764, 1.52212, 2.72351], [-1.55830, 2.19607, 2.24262], [-2.51998, -0.15980, 2.24331], [-1.84286, 0.26262, 3.82282], [0.03699, -1.98673, 4.28979], [0.28893, -0.23261, 4.23177], [1.78756, -2.41298, 2.71498], [2.42321, -1.08513, 3.70450], [3.44086, -1.42299, 1.08564], [3.69415, 0.09020, 1.98263], [3.87581, 0.40900, -0.51646], [2.54938, 1.36426, 0.18908], [3.22549, -1.32695, -2.09991], [2.53288, 0.19013, -2.75233], [1.29246, -3.43179, -2.99622], [1.24818, -1.47698, -3.85360], [-1.38809, -2.22935, -2.95137], [-1.06998, -0.91363, -4.10979], [-3.27473, -0.72670, -2.74763], [-2.21474, 0.69545, -2.85892], [-3.16779, 0.84093, 0.39340], [-3.17102, 1.56901, -1.20715], [-1.51745, 2.77848, 0.17539], [-0.65323, 1.82655, -1.05376], [1.60632, -2.84917, 0.26483], [0.17390, -4.43129, -0.13685], [-0.39576, -3.31202, 1.41906], [-1.19862, -2.89008, -0.74641], [1.04886, -5.28353, 1.29242], [-1.40552, -5.31118, 0.34562], [1.11052, -2.80360, -2.28713]], "forces_ev_per_a": [[-0.72, 4.88, 0.40], [0.07, -0.24, 0.17], [0.10, 0.25, -0.17], [0.09, 0.12, 0.35], [0.31, 0.00, -0.03], [-0.27, 0.01, 0.21], [0.40, -0.07, 0.36], [0.14, 0.14, -0.30], [-0.08, -0.06, 0.45], [0.49, 0.05, -0.16], [-0.40, -0.05, -0.21], [0.30, 0.22, 0.03], [0.08, -0.21, -0.30], [-0.22, 0.09, 0.12], [0.15, -0.06, -0.06], [0.07, 0.10, -0.03], [0.15, 0.12, 0.10], [-0.16, -0.11, -0.12], [-0.39, 0.27, 0.09], [-0.02, 0.07, 0.02], [-0.01, 0.01, -0.05], [-0.04, 0.05, 0.04], [-0.04, -0.06, 0.01], [-0.03, 0.01, 0.02], [-0.05, 0.03, -0.03], [0.05, 0.02, -0.10], [0.01, -0.02, 0.01], [-0.08, -0.05, 0.06], [-0.03, 0.04, 0.01], [-0.02, -0.03, -0.07], [0.04, 0.03, -0.06], [0.00, -0.01, 0.02], [0.06, 0.04, 0.06], [0.02, 0.10, -0.10], [0.01, 0.10, -0.02], [0.05, -0.02, 0.05], [0.00, -0.03, -0.02], [-0.01, 0.03, -0.05], [-0.02, 0.03, 0.03], [-0.03, -0.01, -0.02], [-0.04, -0.04, -0.01], [0.07, 0.02, 0.01], [-0.04, 0.08, -0.02], [0.67, -1.34, -0.35], [-0.79, -1.64, 2.55], [0.05, -1.10, -0.10], [-0.51, -1.82, -1.11], [-0.03, 0.03, -0.84], [0.53, 0.03, -0.50], [0.11, -0.03, -0.36]]}



Record 2
{"formula": "C12H24Cl12", "method": "wB97M-V/def2-TZVPD", "multiplicity": 2, "total_charge": 1, "gap_ev": [10.3356, 2.3258], "total_energy_ha": -5993.53034, "elements": ["Cl", "C", "C", "Cl", "H", "H", "H", "H", "Cl", "C", "C", "Cl", "H", "H", "H", "H", "Cl", "C", "C", "Cl", "H", "H", "H", "H", "Cl", "C", "C", "Cl", "H", "H", "H", "H", "Cl", "C", "C", "Cl", "H", "H", "H", "H", "Cl", "C", "C", "Cl", "H", "H", "H", "H"], "positions_angstrom": [[3.43272, -0.39313, 2.51885], [4.16921, 0.47745, 3.92247], [3.22736, 1.51729, 4.55549], [1.82663, 0.71650, 5.22423], [5.06393, 0.90795, 3.47275], [4.51615, -0.29311, 4.61092], [3.07133, 2.31680, 3.83124], [3.87614, 1.76820, 5.39468], [-3.01736, 1.12538, 3.73029], [-2.32453, 2.16494, 2.57192], [-3.20997, 2.44737, 1.37208], [-2.44336, 3.69205, 0.36623], [-1.40256, 1.67435, 2.25985], [-2.08871, 3.13154, 3.01709], [-4.15220, 2.91358, 1.66009], [-3.34420, 1.64668, 0.64478], [-0.70544, -1.22006, -5.46554], [-1.88634, -0.29377, -4.64981], [-3.17761, -0.80061, -5.18651], [-3.79614, -2.08609, -4.21770], [-1.71985, 0.70153, -5.06184], [-1.76925, -0.42798, -3.57446], [-3.14460, -0.98550, -6.26021], [-3.91962, -0.01840, -5.02633], [-1.06796, -1.18357, 1.80128], [0.29891, -0.66148, 0.82038], [0.10200, -0.82809, -0.64426], [-1.16552, 0.31837, -1.23169], [1.12256, -1.35549, 0.98789], [0.65384, 0.34204, 1.05507], [-0.32271, -1.83163, -0.66923], [1.02431, -0.71515, -1.21407], [-0.58009, -7.65258, -0.38452], [0.73152, -6.40364, -0.40121], [0.29702, -5.16436, -1.15542], [-1.16898, -4.49977, -0.38153], [1.55467, -6.94812, -0.86389], [0.98326, -6.31933, 0.65596], [0.02651, -5.41487, -2.18117], [1.07193, -4.40270, -1.06896], [2.41674, 2.36437, -0.37836], [0.89947, 3.32065, -0.61642], [1.18386, 4.80081, -0.77262], [2.16881, 5.41220, 0.65139], [0.20712, 3.06952, 0.18713], [0.45428, 2.82944, -1.48165], [0.20945, 5.28928, -0.77809], [1.81750, 4.95111, -1.64670]], "forces_ev_per_a": [[-0.12, 0.00, 0.08], [-0.05, -0.30, -0.77], [2.37, -1.42, -0.31], [-0.70, 0.17, -0.06], [-0.15, 0.45, 0.26], [-0.40, 0.10, 0.12], [-0.54, 0.03, 0.46], [-0.45, 0.98, 0.13], [-1.05, -0.98, 1.16], [0.92, 0.91, -1.31], [-0.35, 0.14, -0.24], [0.50, 0.62, -0.38], [0.10, 0.28, -0.17], [0.10, -0.15, 0.16], [-0.05, -0.48, 0.11], [-0.23, -0.36, 0.69], [1.70, -1.20, -0.44], [0.51, 1.00, -0.74], [-1.46, 0.48, 0.13], [-0.25, -1.00, 0.05], [-0.11, 0.32, 0.85], [-0.17, 0.41, 0.15], [-0.09, -0.43, 0.17], [-0.11, 0.44, -0.07], [0.10, 0.29, -0.15], [1.20, 0.10, 0.65], [-1.14, -0.14, -0.36], [0.44, -0.35, -0.15], [0.07, 0.03, 0.53], [-0.27, 0.00, 0.32], [-0.12, -0.16, -0.90], [-0.24, 0.19, 0.03], [0.03, 0.26, -0.16], [-0.22, -1.41, 0.20], [0.11, -0.54, 0.64], [-0.08, 0.42, -0.01], [0.10, 0.50, -0.28], [-0.06, 0.74, -0.19], [0.22, 0.17, 0.09], [-0.04, -0.03, -0.31], [-0.26, -0.04, 0.07], [0.24, -0.88, 0.16], [0.48, -0.75, 0.76], [-0.80, -0.18, -0.74], [0.38, 0.35, 0.28], [-0.01, 0.64, -0.36], [0.35, 0.43, -0.19], [-0.38, 0.33, 0.04]]}



Record 3
{"formula": "C12H24Cl8IS2", "method": "wB97M-V/def2-TZVPD", "total_charge": -1, "gap_ev": 4.5594, "total_energy_ha": -5247.16726, "elements": ["C", "C", "C", "I", "C", "S", "S", "H", "H", "H", "H", "H", "H", "H", "H", "Cl", "C", "C", "Cl", "H", "H", "H", "H", "Cl", "C", "C", "Cl", "H", "H", "H", "H", "Cl", "C", "C", "Cl", "H", "H", "H", "H", "Cl", "C", "C", "Cl", "H", "H", "H", "H"], "positions_angstrom": [[-0.04530, 0.75793, 1.48719], [-1.64488, 1.24305, 1.46313], [-2.32908, 0.57660, 0.13057], [-3.01899, 2.28546, -1.11692], [-3.64821, -0.35402, 0.41618], [-4.88889, 0.46489, 1.55595], [-3.16603, -2.02779, 1.10503], [0.58531, 1.39997, 0.71693], [0.35776, 1.00343, 2.57876], [0.07578, -0.39136, 1.23041], [-2.16120, 0.97288, 2.47819], [-1.58829, 2.43088, 1.35741], [-1.48775, -0.02205, -0.43233], [-4.43975, 0.50937, 2.88531], [-1.75617, -2.04608, 1.08059], [-0.64003, -4.30409, -0.22342], [0.68562, -3.25189, -0.77819], [1.88807, -3.30384, 0.15119], [1.54946, -2.55431, 1.73202], [0.29460, -2.23448, -0.87493], [0.97163, -3.60233, -1.77414], [2.72199, -2.74962, -0.28870], [2.21756, -4.33247, 0.32752], [3.34515, 0.98140, 0.26191], [4.31016, 1.87498, 1.46295], [3.74220, 1.74607, 2.86763], [2.18359, 2.59184, 3.04339], [4.36558, 2.92054, 1.14496], [5.32018, 1.45615, 1.43175], [4.42918, 2.19724, 3.58914], [3.59287, 0.69874, 3.14790], [0.15211, 4.98556, 1.05816], [1.09127, 5.38301, -0.40206], [2.53116, 4.90328, -0.30767], [3.46478, 5.81207, 0.90805], [1.03619, 6.46469, -0.55797], [0.59160, 4.89250, -1.24245], [3.03538, 5.04987, -1.26702], [2.58643, 3.84051, -0.05232], [-3.26617, -2.93958, -2.40452], [-3.60237, -3.83958, -3.90425], [-3.16775, -5.29384, -3.81162], [-1.39497, -5.46355, -3.74899], [-3.10506, -3.32209, -4.73026], [-4.68223, -3.78540, -4.07005], [-3.50597, -5.83991, -4.69678], [-3.58656, -5.78457, -2.92759]], "forces_ev_per_a": [[-0.59, 0.46, 0.57], [1.81, 0.58, -0.67], [-0.46, -1.34, 2.18], [0.39, -0.48, -0.05], [1.29, 1.36, 0.47], [0.98, -0.66, -0.33], [1.20, 0.67, -0.41], [-1.38, -1.38, 1.57], [-0.75, -0.90, -2.53], [-0.32, 2.49, 0.66], [0.78, 0.29, -2.17], [-0.34, -2.64, 0.42], [-1.88, 1.25, 0.75], [0.13, -0.04, -0.79], [-1.39, 0.29, 0.15], [0.23, -0.04, 0.04], [0.09, 0.02, -0.05], [0.07, -0.09, -0.28], [0.07, -0.16, 0.04], [0.02, -0.17, 0.13], [0.02, 0.02, 0.16], [-0.16, 0.00, 0.02], [-0.19, 0.19, -0.01], [0.03, 0.02, -0.05], [0.22, 0.10, 0.25], [0.11, -0.07, 0.04], [0.46, 0.27, 0.07], [-0.11, -0.18, 0.13], [-0.16, 0.02, 0.07], [-0.03, -0.02, -0.19], [-0.04, 0.18, -0.18], [0.06, 0.07, -0.05], [0.07, -0.02, -0.14], [-0.26, -0.19, -0.31], [0.09, 0.02, 0.10], [0.09, -0.21, 0.12], [0.12, -0.04, 0.14], [-0.12, 0.04, 0.12], [-0.13, 0.23, 0.05], [-0.06, -0.10, -0.11], [0.05, 0.07, 0.05], [-0.42, 0.08, -0.09], [0.07, -0.03, -0.02], [-0.02, -0.19, 0.15], [0.13, -0.12, 0.03], [0.08, 0.11, 0.07], [0.17, 0.22, -0.11]]}



Record 4
{"formula": "C12H24F3NO3", "method": "wB97M-V/def2-TZVPD", "total_charge": 0, "gap_ev": 5.4482, "total_energy_ha": -1051.56234, "elements": ["C", "C", "O", "C", "C", "C", "C", "C", "C", "N", "H", "H", "H", "H", "H", "H", "H", "H", "H", "H", "H", "H", "H", "H", "H", "H", "H", "H", "C", "C", "O", "C", "O", "C", "F", "F", "F", "H", "H", "H", "H", "H", "H"], "positions_angstrom": [[4.98436, -0.98020, 0.17893], [4.69003, -1.88380, -1.07248], [4.44181, -1.09321, -2.23789], [3.09354, -1.11933, -2.61073], [2.14700, -0.34230, -1.64462], [0.77794, -1.04076, -1.51427], [-0.39682, -0.28797, -0.81824], [-1.50468, -1.41267, -0.89009], [-0.76234, -2.75765, -1.16330], [0.71374, -2.42279, -0.98752], [5.97850, -1.15666, 0.59185], [4.18627, -1.16664, 0.90849], [4.85852, 0.05742, -0.15802], [3.77592, -2.46339, -0.86983], [5.55249, -2.52569, -1.28585], [2.72643, -2.15566, -2.76300], [3.00769, -0.63747, -3.59379], [1.95568, 0.66309, -2.03724], [2.56092, -0.21564, -0.63375], [0.41506, -1.17196, -2.55256], [-0.54214, 0.57054, -1.47529], [-0.05088, -0.07151, 0.20083], [-2.09213, -1.08378, -1.75767], [-2.18883, -1.35529, -0.03449], [-1.12193, -3.66653, -0.67615], [-0.81738, -2.96100, -2.24589], [1.23671, -3.10497, -1.52792], [0.85713, -2.57639, 0.01153], [-4.39496, 3.48385, 3.15551], [-4.45788, 3.19570, 1.66271], [-3.19988, 3.12649, 1.02450], [-2.44472, 1.88901, 1.10494], [-3.14919, 0.83492, 0.77501], [-1.72151, 1.70832, 2.47944], [-1.24500, 2.88082, 2.96401], [-0.62966, 0.90854, 2.33967], [-2.45867, 1.16631, 3.45698], [-3.62329, 4.22088, 3.38051], [-5.35945, 3.86017, 3.50793], [-4.17853, 2.58456, 3.72733], [-4.96282, 4.04244, 1.18716], [-5.07180, 2.31663, 1.44968], [-1.58519, 2.14359, 0.44359]], "forces_ev_per_a": [[-0.85, -0.34, -0.97], [0.25, 0.81, 0.65], [-0.16, -0.38, 0.01], [-0.53, 0.73, -0.19], [-0.40, -0.92, 0.71], [-0.23, 1.73, -1.36], [1.48, -2.22, -0.15], [0.02, 1.42, -0.08], [-0.90, 0.86, -1.64], [-1.22, -1.25, 0.66], [-0.24, 0.12, 0.05], [0.50, 0.08, 0.22], [0.37, -0.22, 0.24], [0.47, -0.30, -0.05], [-0.38, -0.06, 0.00], [0.26, 0.13, 0.17], [0.23, -0.18, 0.17], [-0.01, -0.22, 0.17], [0.17, -0.05, -0.34], [0.24, -0.18, 0.23], [-0.56, 0.16, 0.75], [-0.62, 0.51, -0.21], [-0.13, -0.71, 0.20], [0.35, -0.12, -0.05], [0.50, 0.34, 0.50], [-0.17, -0.07, 0.39], [0.44, 0.08, 0.17], [0.76, 0.59, 0.02], [-0.06, -0.24, 0.20], [-0.21, 0.27, -0.17], [0.52, 0.40, 0.52], [-0.91, -0.79, -0.54], [0.69, -0.37, 0.10], [-0.49, 0.83, 0.01], [0.17, -0.03, 0.09], [0.17, -0.27, -0.13], [0.05, -0.24, -0.01], [-0.05, 0.06, -0.06], [0.01, 0.05, -0.07], [0.03, 0.03, 0.03], [0.07, -0.02, -0.11], [0.21, -0.18, 0.04], [0.14, 0.13, -0.15]]}